No. 1
DFT (wB97M-V/def2-TZVPD) results for C14H12Cl5N5O2PtS as an isolated structure.

Last column: Mulliken charge in e.
Element x y z (Å)
Pt (-0.692, 1.963, -0.425)  0.397
Cl (-4.362, -2.171, 5.740)  -0.254
C (-3.564, -1.938, 4.215)  0.272
C (-2.845, -0.766, 3.944)  0.112
Cl (-2.766, 0.463, 5.173)  -0.229
C (-2.209, -0.566, 2.740)  0.516
Cl (-1.343, 0.896, 2.410)  -0.220
C (-2.231, -1.545, 1.674)  -0.707
O (-1.657, -1.382, 0.588)  -0.605
C (-2.990, -2.729, 2.003)  0.314
Cl (-3.065, -3.940, 0.763)  -0.237
C (-3.621, -2.909, 3.217)  0.119
Cl (-4.511, -4.376, 3.519)  -0.235
C (-2.025, 3.287, -0.370)  -0.577
H (-2.258, 3.968, -1.197)  0.244
H (-2.872, 3.228, 0.326)  0.210
C (2.859, -0.528, -2.612)  -1.187
N (1.931, 0.553, -2.884)  -0.144
C (0.589, 0.397, -2.813)  0.146
S (-0.407, 1.775, -2.890)  -0.461
N (0.136, -0.862, -2.701)  -0.115
C (-1.269, -1.214, -2.536)  -0.797
H (3.872, -0.136, -2.666)  0.348
H (2.754, -1.313, -3.365)  0.356
H (2.722, -0.951, -1.614)  0.366
H (2.222, 1.486, -2.631)  0.318
H (0.779, -1.505, -2.263)  0.267
H (-1.868, -0.320, -2.685)  0.345
H (-1.446, -1.571, -1.522)  0.254
H (-1.544, -1.966, -3.279)  0.294
N (2.290, 2.803, -0.327)  -0.359
C (2.296, 1.481, 0.025)  0.864
O (1.255, 0.797, -0.073)  -0.894
C (3.562, 0.916, 0.416)  0.414
C (3.691, -0.470, 0.654)  0.004
N (3.845, -1.604, 0.823)  -0.732
C (4.711, 1.728, 0.480)  -0.052
N (5.635, 2.429, 0.502)  -0.651
H (1.352, 3.208, -0.366)  0.052
H (3.045, 3.381, 0.006)  0.246

The value obtained for the energy above the lowest of the compared OMol25 structures with the same formula, charge and spin is 0.7275 eV. The calculation puts the molar mass at 686.7 g/mol. The value obtained for the electronic energy is -102952.6929 eV. As for the total charge: -2. The HOMO energy (alpha / beta) comes out at -0.89 / -0.82 eV.


No. 2
DFT (wB97M-V/def2-TZVPD) results for C28H27N3PdSSi as an isolated structure at a distorted geometry.

Last column: Mulliken charge in e.
Element x y z (Å)
C (0.583, 1.200, 0.760)  -0.313
C (-0.495, 1.682, -0.022)  0.021
C (-1.442, 2.306, 0.812)  -1.153
H (-0.597, 1.571, -1.089)  0.117
C (-0.938, 2.227, 2.142)  -0.603
C (0.310, 1.522, 2.116)  -0.938
H (0.982, 1.312, 2.941)  0.435
H (1.452, 0.683, 0.345)  0.690
H (-2.362, 2.727, 0.440)  0.434
H (-1.421, 2.657, 3.006)  0.876
Pd (-1.241, 0.349, 1.388)  0.165
C (-0.938, -1.583, -1.728)  -0.804
H (-1.999, -1.305, -1.694)  0.408
H (-0.586, -1.728, -0.706)  -0.105
H (-0.932, -2.584, -2.196)  0.467
Si (0.329, -0.481, -2.854)  0.319
C (1.822, -0.966, -3.922)  0.676
C (2.676, 0.097, -4.338)  -0.469
H (2.268, 1.104, -4.492)  0.396
C (4.065, -0.105, -4.442)  -0.501
H (4.748, 0.749, -4.480)  0.364
C (4.557, -1.416, -4.464)  -0.446
H (5.635, -1.590, -4.538)  0.357
C (3.654, -2.500, -4.422)  -0.369
H (4.025, -3.525, -4.530)  0.354
C (2.293, -2.279, -4.163)  -0.872
H (1.607, -3.127, -4.087)  0.359
C (-0.931, 0.761, -3.444)  0.907
C (-0.662, 1.486, -4.615)  -0.524
H (0.098, 1.115, -5.303)  0.508
C (-1.334, 2.690, -4.874)  -0.529
H (-1.047, 3.302, -5.728)  0.370
C (-2.406, 3.114, -4.079)  -0.501
H (-2.940, 4.053, -4.292)  0.357
C (-2.848, 2.260, -3.057)  -0.429
H (-3.756, 2.517, -2.498)  0.409
C (-2.138, 1.083, -2.774)  -0.694
H (-2.494, 0.454, -1.960)  0.030
H (1.118, 0.332, -1.591)  0.081
H (1.427, 0.675, -2.322)  -0.014
N (-0.374, -1.982, 4.940)  -0.068
C (-1.048, -0.974, 5.642)  0.407
C (-0.893, -0.555, 6.959)  -0.746
C (-1.290, 0.748, 7.277)  -0.462
C (-1.871, 1.596, 6.315)  -0.561
C (-2.092, 1.139, 5.008)  -0.725
C (-1.590, -0.121, 4.658)  0.384
N (-1.236, -0.627, 3.416)  -0.192
C (-0.486, -1.737, 3.606)  0.258
C (0.247, -2.392, 2.541)  -0.247
C (0.959, -3.580, 2.523)  -0.451
S (1.827, -3.764, 1.034)  -0.199
C (1.200, -2.240, 0.517)  -0.068
N (0.323, -1.710, 1.347)  0.119
H (0.150, -2.768, 5.319)  0.223
H (-0.450, -1.235, 7.685)  0.361
H (-1.138, 1.130, 8.282)  0.363
H (-2.128, 2.633, 6.588)  0.364
H (-2.599, 1.749, 4.257)  0.674
H (0.925, -4.318, 3.313)  0.407
H (1.423, -1.834, -0.473)  0.322

As for the expectation value of S²: 2.007. The value obtained for the energy above the lowest of the compared OMol25 structures with the same formula, charge and spin is 1.3707 eV. Its spin multiplicity is 3. The calculation puts the molar mass at 572.1 g/mol. The value obtained for the electronic energy is -56128.6808 eV. The HOMO energy (alpha / beta) comes out at -4.79 / -5.46 eV.


No. 3
DFT (wB97M-V/def2-TZVPD) results for a 14-piece molecular cluster, C52H71N3O38S5 overall at a distorted geometry.

Last column: Mulliken charge in e.
Element x y z (Å)
C (0.057, -5.387, -0.814)  0.064
C (-0.457, -5.302, -2.313)  -0.427
O (0.387, -4.385, -3.002)  -0.320
S (1.782, -4.074, -2.140)  1.046
O (2.240, -2.697, -2.336)  0.039
O (2.704, -5.203, -2.473)  -0.675
O (1.070, -4.353, -0.690)  -0.341
H (0.442, -6.324, -0.411)  0.420
H (-0.723, -5.001, -0.157)  -0.320
H (-1.515, -5.120, -2.499)  0.301
H (-0.087, -6.245, -2.714)  0.294
C (6.106, -1.049, -1.742)  0.347
C (5.554, -1.059, -0.302)  -0.568
O (6.618, -0.914, 0.576)  -0.247
S (7.977, -1.608, 0.001)  1.038
O (7.872, -3.053, 0.305)  -0.565
O (9.214, -0.861, 0.167)  -0.525
O (7.487, -1.342, -1.604)  -0.484
H (5.909, -0.116, -2.270)  0.178
H (5.617, -1.871, -2.265)  0.254
H (5.107, -1.976, 0.082)  0.304
H (4.843, -0.237, -0.223)  0.240
C (-1.409, -3.753, 4.295)  0.195
C (-2.422, -2.636, 4.241)  0.432
O (-2.536, -2.244, 5.634)  -0.300
S (-2.501, -3.575, 6.629)  1.024
O (-3.729, -4.302, 6.654)  -0.542
O (-1.931, -3.169, 7.913)  -0.540
O (-1.391, -4.284, 5.627)  -0.411
H (-0.464, -3.211, 4.260)  -0.127
H (-1.476, -4.555, 3.560)  0.279
H (-3.399, -2.993, 3.917)  0.096
H (-2.226, -1.778, 3.597)  -0.079
C (5.314, 4.215, 1.952)  -0.038
C (4.726, 2.895, 2.362)  0.610
O (5.736, 1.900, 2.120)  -0.331
S (6.602, 2.335, 0.755)  0.971
O (6.069, 1.782, -0.485)  -0.401
O (8.059, 2.161, 1.002)  -0.609
O (6.101, 3.961, 0.745)  -0.381
H (6.019, 4.704, 2.625)  0.326
H (4.560, 4.919, 1.599)  0.106
H (3.904, 2.552, 1.733)  -0.462
H (4.448, 2.861, 3.415)  0.190
C (-0.695, -1.304, 0.428)  0.807
C (-0.322, -0.728, -0.948)  0.084
O (1.018, -0.381, -0.641)  0.075
S (1.117, 0.523, 0.713)  0.315
O (0.552, 1.823, 0.499)  -0.140
O (2.453, 0.478, 1.312)  -0.282
O (0.147, -0.615, 1.390)  0.248
H (-0.427, -2.361, 0.420)  -0.424
H (-1.729, -1.205, 0.757)  0.156
H (-0.776, 0.188, -1.327)  -0.814
H (-0.306, -1.508, -1.709)  0.011
C (-5.375, 1.392, 4.075)  -0.467
C (-5.431, 0.308, 3.197)  -0.506
C (-4.659, 0.417, 2.094)  0.279
C (-3.900, 1.556, 1.763)  -0.591
C (-3.795, 2.527, 2.760)  0.084
C (-4.460, 2.418, 3.971)  -0.935
N (-3.120, 1.647, 0.540)  0.962
O (-2.833, 0.625, -0.082)  -0.257
O (-2.680, 2.694, 0.153)  -0.560
H (-5.935, 1.174, 4.972)  0.338
H (-6.084, -0.509, 3.468)  0.472
H (-4.699, -0.383, 1.370)  0.259
H (-3.165, 3.394, 2.628)  0.404
H (-4.161, 3.155, 4.701)  0.515
C (2.390, -1.650, -5.100)  -0.472
C (2.407, -2.156, -6.397)  -0.751
C (1.357, -1.914, -7.205)  -0.526
C (0.209, -1.207, -6.774)  -0.380
C (0.197, -0.623, -5.472)  0.120
C (1.350, -0.831, -4.676)  -0.676
N (-0.998, -1.126, -7.666)  1.032
O (-1.959, -0.497, -7.255)  -0.598
O (-0.962, -1.800, -8.702)  -0.603
H (3.262, -1.870, -4.501)  0.525
H (3.280, -2.750, -6.620)  0.415
H (1.296, -2.478, -8.124)  0.397
H (-0.633, 0.004, -5.181)  0.718
H (1.348, -0.388, -3.691)  0.731
C (-1.079, 3.204, 5.601)  -0.342
C (0.316, 3.549, 5.668)  -0.929
C (1.286, 2.526, 5.261)  -0.155
C (0.857, 1.213, 5.016)  -0.518
C (-0.494, 0.892, 5.141)  0.227
C (-1.446, 1.861, 5.451)  -0.931
N (1.692, 0.171, 4.524)  1.189
O (1.402, -0.981, 4.542)  -0.606
O (2.821, 0.535, 4.189)  -0.651
H (-1.854, 3.910, 5.859)  0.459
H (0.683, 4.534, 5.916)  0.461
H (2.322, 2.718, 5.023)  0.408
H (-0.912, -0.068, 4.875)  0.499
H (-2.483, 1.575, 5.548)  0.737
O (-3.237, 3.739, -6.252)  -0.647
C (-3.095, 3.608, -5.034)  0.324
O (-4.131, 3.581, -4.281)  -0.346
C (-3.785, 3.493, -2.943)  -0.516
C (-2.360, 3.021, -2.950)  1.881
C (-1.802, 3.472, -4.259)  -0.386
H (-4.338, 2.719, -2.411)  0.271
H (-3.998, 4.456, -2.479)  0.300
H (-2.151, 1.967, -2.768)  -1.056
H (-1.848, 3.581, -2.168)  -0.342
H (-1.137, 2.763, -4.750)  0.198
H (-1.326, 4.440, -4.103)  0.387
O (-2.244, -2.055, -3.839)  -0.436
C (-3.206, -1.574, -4.327)  0.040
O (-4.097, -2.227, -5.211)  -0.390
C (-5.199, -1.408, -5.565)  -0.539
C (-5.205, -0.266, -4.558)  -0.610
C (-3.782, -0.224, -4.083)  0.946
H (-6.099, -2.019, -5.493)  0.335
H (-5.181, -1.063, -6.599)  0.261
H (-5.868, -0.622, -3.770)  0.307
H (-5.512, 0.635, -5.088)  0.325
H (-3.483, 0.236, -3.142)  -0.052
H (-3.228, 0.384, -4.799)  -0.228
O (-2.584, -3.630, 1.012)  -0.221
C (-3.733, -3.901, 0.960)  0.309
O (-4.298, -4.529, 1.926)  -0.407
C (-5.698, -4.670, 1.734)  -0.509
C (-6.035, -3.585, 0.651)  -0.541
C (-4.717, -3.564, -0.148)  -0.369
H (-6.318, -4.510, 2.617)  0.336
H (-5.787, -5.716, 1.439)  0.317
H (-6.354, -2.618, 1.039)  0.220
H (-6.773, -4.011, -0.028)  0.360
H (-4.598, -2.680, -0.775)  0.185
H (-4.865, -4.405, -0.826)  0.410
O (3.738, -6.181, 1.535)  -0.653
C (3.193, -5.127, 1.645)  0.269
O (3.610, -4.042, 1.043)  -0.432
C (2.825, -2.918, 1.456)  0.707
C (2.069, -3.351, 2.698)  0.630
C (1.973, -4.846, 2.469)  -0.047
H (2.077, -2.559, 0.748)  -0.722
H (3.477, -2.060, 1.621)  0.331
H (1.067, -3.010, 2.438)  -0.841
H (2.420, -3.153, 3.711)  0.526
H (1.156, -5.089, 1.789)  -0.350
H (1.878, -5.418, 3.392)  0.579
O (3.379, 1.427, -2.430)  -0.327
C (3.409, 2.633, -2.269)  -0.054
O (4.529, 3.323, -2.655)  -0.393
C (4.381, 4.720, -2.392)  -0.547
C (3.028, 4.948, -1.788)  -0.673
C (2.454, 3.526, -1.590)  2.015
H (4.510, 5.328, -3.287)  0.257
H (5.206, 5.009, -1.741)  0.252
H (2.431, 5.557, -2.467)  0.359
H (3.070, 5.538, -0.872)  0.260
H (1.420, 3.510, -1.934)  -0.185
H (2.410, 3.275, -0.530)  -0.979
O (2.532, 4.816, 3.380)  -0.642
C (1.619, 5.007, 2.589)  0.432
O (1.659, 4.705, 1.259)  0.093
C (0.518, 5.045, 0.516)  0.387
C (-0.274, 5.909, 1.509)  -0.801
C (0.246, 5.574, 2.878)  0.032
H (-0.144, 4.288, 0.095)  -0.471
H (0.907, 5.572, -0.355)  0.282
H (-1.324, 5.623, 1.455)  0.393
H (-0.067, 6.959, 1.304)  0.293
H (-0.358, 4.893, 3.479)  -0.393
H (0.403, 6.460, 3.495)  0.423

The calculation puts the molar mass at 1506.5 g/mol. The value obtained for the electronic energy is -191510.0716 eV. The HOMO energy comes out at -9.59 eV.